Density functional theory data (the ωB97M-V functional and the def2-TZVPD basis) for 4 unconnected molecules or ions with the total composition C49H37BFN2O10 in a non-equilibrium geometry.

HOMO level: -11.10 eV
Total charge: +1
HOMO-LUMO gap: 5.895 eV
Electronic energy: -78251.891 eV

Structure (XYZ):
```
100
C49H37BFN2O10 | the OMol25 dataset | the ωB97M-V functional and the def2-TZVPD basis
F -1.087 -5.560 -5.603
O 1.936 -1.713 -4.599
O -4.365 7.036 3.212
O -2.439 -3.422 -2.920
O -2.319 -6.453 -3.734
O 3.867 0.253 -0.905
O 4.775 5.246 0.755
O -1.021 6.871 -0.947
O -4.638 -7.301 3.685
O -0.652 -4.159 2.027
O 2.855 -4.361 -5.015
N -0.349 -2.181 -2.736
N -0.434 -4.859 -3.105
C 6.061 3.189 2.143
C -3.261 -7.770 -0.243
C 2.052 4.674 -2.376
C -1.765 3.767 2.901
C 3.387 2.537 -1.166
C 6.655 2.114 2.807
C 4.942 1.651 0.645
C 2.930 4.908 -1.316
C -4.390 9.222 1.470
C 5.195 2.956 1.067
C -3.186 -6.714 1.935
C 4.544 4.098 0.394
C -3.702 -6.602 3.314
C -2.920 -4.669 6.455
C -3.732 -7.668 1.067
C -0.929 3.698 1.787
C -0.940 4.722 0.840
C -1.404 -3.954 4.713
C -2.629 4.852 3.060
C -3.435 10.266 -0.489
C 3.604 3.838 -0.714
C -3.576 7.013 2.274
C -1.852 -3.877 6.033
C 0.599 -2.066 -5.099
C -1.547 -4.899 2.415
C -0.482 -1.399 -4.023
C -1.793 5.821 1.007
C -1.706 -5.967 0.173
C -3.073 -5.640 4.241
C -4.337 10.291 0.574
C 1.055 -2.299 -2.192
C 6.387 0.808 2.399
C -1.297 -5.649 -4.110
C -1.768 6.922 0.022
C -2.256 -6.914 -0.692
C 2.246 -2.352 -3.312
C -2.164 -5.875 1.494
C -2.595 9.165 -0.668
C -1.079 -3.505 -2.910
C -2.647 5.878 2.107
C 4.054 1.396 -0.507
C 1.855 3.375 -2.844
C -2.650 8.088 0.226
C -3.538 8.123 1.301
C -3.531 -5.551 5.562
C 3.493 -4.839 -2.413
C 5.535 0.574 1.317
C -2.019 -4.834 3.813
C 2.520 2.306 -2.242
B 2.856 -3.875 -3.590
H 4.078 -4.170 -1.625
H -0.262 2.847 1.659
H -5.093 9.251 2.301
H -0.280 4.664 -0.024
H -3.283 4.897 3.929
H -1.896 -6.988 -1.716
H -1.896 9.152 -1.503
H -0.581 -5.394 -2.196
H 4.302 -5.518 -2.946
H -3.274 -4.604 7.481
H 3.083 5.925 -0.960
H 1.178 3.193 -3.676
H -1.582 -1.453 -4.479
H 2.356 1.294 -2.609
H -3.681 -8.517 -0.913
H -3.387 11.104 -1.182
H 3.160 -1.736 -2.852
H -0.917 -5.306 -0.183
H 0.354 -1.591 -6.167
H 2.625 -5.474 -1.913
H -0.572 -3.330 4.391
H 6.271 4.206 2.471
H 5.333 -0.449 1.002
H -1.370 -3.197 6.731
H -4.361 -6.169 5.900
H -4.520 -8.336 1.409
H -0.118 -0.272 -3.891
H -0.906 -1.643 -2.006
H 0.430 -3.233 -5.247
H -1.748 2.974 3.646
H 1.111 -3.284 -1.532
H 1.289 -1.402 -1.458
H 1.525 5.506 -2.838
H -4.997 11.145 0.709
H 6.842 -0.031 2.922
H 7.324 2.296 3.645
H 3.568 -5.092 -5.047
```

Density functional theory data (the ωB97M-V functional and the def2-TZVPD basis) for a molecular structure, C38H77Br12N6O5 in a non-equilibrium geometry.

HOMO level: -10.67 eV
Total charge: +1
HOMO-LUMO gap: 7.871 eV
Electronic energy: -900318.631 eV

Structure (XYZ):
```
138
C38H77Br12N6O5 | the OMol25 dataset | the ωB97M-V functional and the def2-TZVPD basis
Br 4.899 -6.151 -0.343
Br -5.226 -4.550 -4.730
Br 3.734 6.730 1.124
Br 2.824 0.845 -7.411
Br -6.072 1.025 10.676
Br -8.970 0.097 8.582
Br 4.511 0.987 -4.129
Br -2.584 -3.884 -7.223
Br 4.974 -2.580 -1.284
Br -2.873 -0.442 5.395
Br 2.046 6.587 -2.158
Br -3.949 2.935 6.433
O 2.876 3.464 4.428
O -1.752 3.506 -4.352
O 0.891 -2.084 3.665
O 1.288 -3.255 5.847
O 3.277 1.789 -0.584
N 2.408 -1.591 1.034
N 2.597 -0.509 -1.074
N 3.116 0.427 2.357
N -0.388 3.152 -0.949
N 2.929 0.553 -0.201
N 0.284 3.679 2.028
C -5.344 -4.428 -6.673
C -8.660 1.703 9.645
C 5.263 0.723 -5.909
C 0.938 -2.621 -3.527
C -2.999 0.335 7.179
C -0.608 2.904 -3.590
C -4.221 1.213 7.308
C 0.639 2.819 -4.654
C 1.671 -5.204 2.723
C 2.843 -0.136 1.140
C 0.672 2.087 -0.789
C 2.966 -0.497 3.584
C 2.488 -4.236 3.803
C -2.802 -1.869 -3.317
C -4.139 -5.055 -7.335
C 2.246 -1.859 -0.447
C -4.825 -0.291 1.357
C 1.492 -3.117 4.526
C 4.563 1.587 -6.932
C 2.526 -0.560 -2.582
C 5.213 -5.324 -2.081
C 2.343 2.737 3.228
C 6.045 -4.069 -1.947
C -5.178 -0.687 2.931
C 1.393 -0.727 4.023
C -3.465 -1.177 -0.856
C 0.996 -1.049 -3.049
C -3.465 -2.453 -1.934
C -7.217 2.144 9.561
C 1.777 3.863 2.182
C -1.711 -2.867 -4.030
C 2.186 2.528 -1.225
C -4.049 -1.575 0.625
C 3.785 7.330 -1.679
C -0.487 -3.347 -3.041
C 3.597 1.827 2.637
C 4.485 6.466 -0.656
C -0.322 3.865 -2.279
H -4.809 -2.470 0.621
H 1.206 -0.461 5.155
H 0.839 -4.574 2.143
H -8.987 1.480 10.664
H 6.893 -4.181 -1.266
H -4.179 0.701 1.311
H 0.659 4.529 -2.424
H -1.198 -2.240 -4.906
H 4.389 2.611 -6.590
H -2.339 -0.821 -0.742
H -0.390 -4.528 -3.122
H 2.369 2.442 -2.401
H -3.677 -1.678 -4.099
H 4.233 -5.149 -2.533
H -4.055 -0.260 -1.320
H 1.474 2.033 -4.346
H 2.476 -5.496 1.893
H -4.617 0.073 3.622
H 2.376 3.927 1.179
H 4.421 5.396 -0.874
H -3.109 -1.797 1.310
H 2.099 3.833 4.956
H -9.320 2.461 9.213
H -5.474 -3.371 -6.920
H 1.931 -2.876 -0.933
H -2.048 2.835 -5.038
H -3.065 -0.520 7.858
H -4.414 1.455 8.357
H 1.923 4.920 2.717
H 5.128 1.613 -7.868
H -4.611 -2.674 -2.182
H -6.332 -0.589 3.169
H 0.749 0.023 3.357
H 0.350 1.180 -1.496
H 3.357 -3.734 3.189
H 4.360 1.735 3.552
H -2.926 -3.399 -1.493
H 5.199 -0.346 -6.127
H 3.500 -0.011 4.535
H 3.308 -1.394 -2.924
H -2.270 -3.760 -4.572
H 0.215 2.415 -5.694
H -0.966 1.816 -3.313
H -1.306 2.617 -0.957
H -0.031 2.700 2.208
H 4.201 2.342 1.780
H -0.694 -3.126 -1.887
H -4.315 -5.193 -8.405
H -1.214 4.660 -2.269
H -4.844 -1.803 3.111
H -5.851 -0.037 0.835
H -7.099 3.155 9.959
H 2.345 3.687 -0.988
H 6.314 1.009 -5.819
H 1.143 3.853 -4.906
H 5.747 -6.080 -2.663
H -6.809 2.107 8.547
H -6.255 -4.972 -6.937
H -5.121 0.772 6.871
H 0.584 1.673 0.314
H 1.220 -6.144 3.272
H 1.794 -3.297 -3.080
H 4.350 7.355 -2.615
H -2.303 -0.810 -3.111
H 2.835 0.427 -3.130
H 0.963 -2.765 -4.701
H -3.850 -6.013 -6.892
H 1.467 2.060 3.656
H -2.061 0.867 7.363
H 3.611 8.354 -1.337
H 3.004 -4.878 4.660
H 6.411 -3.743 -2.925
H 0.225 -0.953 -2.144
H -0.274 4.390 2.549
H 5.537 6.751 -0.566
H 3.548 -1.526 3.414
H 0.584 -0.299 -3.877
```

Density functional theory data (the ωB97M-V functional and the def2-TZVPD basis) for a molecular structure, C25H23LiN3O2SSb.

HOMO level: -6.61 eV
HOMO-LUMO gap: 6.504 eV
Electronic energy: -52443.356 eV

Structure (XYZ):
```
56
C25H23LiN3O2SSb | the OMol25 dataset | the ωB97M-V functional and the def2-TZVPD basis
Sb 2.270 1.816 1.877
S -2.617 0.982 0.709
O -8.306 -1.813 -1.723
O -9.069 -1.214 0.263
N 1.600 -0.239 -0.308
N 0.054 -0.243 2.292
N 0.171 2.425 -0.262
C -0.076 -0.068 5.049
C -4.212 0.375 0.332
C -6.582 0.164 0.790
C -5.657 -0.994 -1.084
C -5.340 0.688 1.104
C -0.827 -0.999 4.369
C -1.348 2.487 -2.147
C 0.151 5.173 0.046
C -0.554 3.188 -1.090
C -4.415 -0.473 -0.771
C 0.923 3.014 0.684
C 2.638 0.329 0.335
C -8.078 -1.288 -0.668
C 3.948 -0.013 0.036
C 3.119 -1.539 -1.602
C 4.187 -0.963 -0.949
C -0.584 4.574 -0.951
C 0.941 4.385 0.874
C -6.761 -0.689 -0.296
C -0.742 -1.071 2.981
C -1.549 -2.050 2.189
C 1.828 -1.150 -1.254
C 0.611 -1.728 -1.917
C 0.786 0.757 4.337
C 0.821 0.635 2.959
Li -0.237 0.486 0.356
H -0.969 -2.419 1.343
H -2.429 -1.541 1.789
H -7.418 0.473 1.411
H 3.259 -2.282 -2.375
H -8.698 -0.861 1.077
H -0.027 -2.221 -1.182
H 5.199 -1.250 -1.203
H -1.191 5.158 -1.629
H -5.235 1.352 1.951
H -0.794 1.627 -2.523
H -3.559 -0.723 -1.387
H -0.145 0.010 6.127
H 1.558 4.837 1.639
H -1.569 3.151 -2.981
H -5.781 -1.647 -1.938
H -1.855 -2.900 2.798
H -2.274 2.115 -1.703
H 0.868 -2.456 -2.684
H 4.775 0.451 0.558
H 0.125 6.248 0.175
H -1.488 -1.677 4.892
H 1.417 1.470 4.852
H 0.019 -0.939 -2.384
```

Density functional theory data (the ωB97M-V functional and the def2-TZVPD basis) for 13 unconnected molecules or ions with the total composition C43H63Cl8F4N5O5 in a non-equilibrium geometry.

HOMO level: -8.98 eV
HOMO-LUMO gap: 9.256 eV
Electronic energy: -174351.976 eV

Structure (XYZ):
```
128
C43H63Cl8F4N5O5 | the OMol25 dataset | the ωB97M-V functional and the def2-TZVPD basis
Cl -0.372 0.492 4.568
Cl 1.772 7.326 0.880
Cl -0.685 4.193 4.554
Cl 4.462 -0.148 4.266
Cl 4.291 -3.005 3.486
Cl 1.625 -0.457 6.469
Cl -3.553 5.004 4.758
Cl 2.975 4.749 1.753
F -3.598 0.624 2.560
F -2.199 -3.090 -0.714
F -1.238 5.639 1.857
F 0.384 -4.615 2.818
O 5.668 -0.043 -0.135
O -1.815 1.713 -1.269
O 1.159 0.979 -3.259
O 3.686 -3.536 -3.150
O 1.477 -0.012 1.732
N 5.799 1.897 -1.381
N 0.264 0.120 -0.194
N 2.118 -2.013 -3.788
N -3.738 0.956 -0.456
N 0.735 2.886 -2.335
C -2.395 3.641 4.543
C 1.393 -4.441 0.747
C -2.964 -5.868 -2.985
C 0.066 -6.651 -0.194
C -3.170 -2.355 4.598
C -4.735 -0.093 -0.376
C -2.866 1.093 -1.484
C -2.442 -4.727 -2.449
C 1.046 -0.524 4.756
C -2.335 5.818 1.098
C 5.348 1.136 -0.383
C -3.041 0.317 -2.729
C 3.347 -2.385 -3.416
C 0.870 4.336 -2.143
C -4.072 -6.232 -0.804
C 0.799 0.602 0.885
C 4.621 -1.309 2.902
C 1.625 -4.840 -0.575
C -2.380 -1.321 2.133
C 0.368 1.988 1.264
C -0.202 -6.178 1.074
C 0.906 -5.944 -1.048
C -1.898 -2.535 2.543
C 6.697 1.511 -2.425
C 4.310 1.817 0.454
C 1.466 2.141 -3.109
C -4.511 6.764 0.636
C 0.943 -2.941 -3.872
C -3.521 -5.060 -0.360
C 0.589 -1.193 -0.688
C 4.397 -1.275 -3.349
C 2.759 2.747 -3.739
C -3.872 -6.537 -2.171
C -3.682 -1.155 4.117
C -2.283 -3.045 3.779
C 0.491 -5.074 1.563
C -4.720 5.769 -0.291
C -3.306 6.770 1.376
C -2.561 4.852 0.147
C -3.251 -0.642 2.936
C 2.129 6.268 2.267
C -3.753 4.816 -0.544
C -2.725 -4.269 -1.155
H 4.764 2.737 0.820
H 5.468 2.850 -1.424
H 6.644 0.442 -2.628
H -5.348 0.215 0.471
H 3.925 1.213 1.276
H 0.108 -1.982 -0.110
H -0.107 2.455 -1.982
H -1.984 -0.856 1.243
H 2.307 -4.294 -1.211
H -3.453 -0.684 -2.601
H 0.054 -2.666 -3.306
H 1.255 2.521 1.607
H 0.035 -1.261 -1.625
H -3.676 -4.627 0.617
H 0.638 -3.068 -4.911
H 5.117 -1.349 -4.164
H 2.770 6.918 2.864
H -4.370 -0.534 4.670
H -2.659 3.163 3.599
H 3.948 -1.128 2.064
H -3.892 4.064 -1.307
H -3.075 7.500 2.137
H -1.879 -4.003 4.070
H -3.420 -2.801 5.549
H -0.654 -7.340 -0.610
H 3.433 2.154 -0.099
H -1.875 -4.109 -3.129
H 5.648 -1.239 2.545
H -5.356 0.028 -1.264
H 4.020 -0.259 -3.235
H 0.819 -1.547 4.458
H 3.288 3.409 -3.052
H 0.421 4.605 -1.188
H -0.018 2.481 0.371
H 1.266 6.019 2.885
H 1.948 -1.029 -3.942
H 0.953 -6.201 -2.096
H 7.650 1.995 -2.209
H -3.719 0.856 -3.390
H 3.426 1.929 -4.010
H -2.128 0.249 -3.322
H -4.442 -7.335 -2.624
H -5.222 7.556 0.818
H -2.719 -6.092 -4.013
H 5.008 -1.455 -2.465
H -0.504 0.617 -0.622
H 1.971 -3.618 1.139
H -3.584 1.440 0.417
H -4.373 -1.121 -0.351
H -5.633 5.663 -0.858
H -2.471 2.958 5.389
H 1.893 -0.082 4.231
H 1.921 4.625 -2.118
H 6.298 1.999 -3.314
H 2.552 3.244 -4.687
H -1.165 -3.036 1.928
H -4.640 -6.859 -0.133
H 1.279 -3.911 -3.504
H 1.651 -1.349 -0.877
H -1.732 4.211 -0.117
H 0.307 4.790 -2.958
H -0.995 -6.554 1.703
H -0.394 2.034 2.041
```

Density functional theory data (the ωB97M-V functional and the def2-TZVPD basis) for 2 unconnected molecules or ions with the total composition C29H44ClN3P in a non-equilibrium geometry.

HOMO level: -9.07 eV
Total charge: +1
HOMO-LUMO gap: 4.150 eV
Electronic energy: -57061.590 eV

Structure (XYZ):
```
78
C29H44ClN3P | the OMol25 dataset | the ωB97M-V functional and the def2-TZVPD basis
Cl 1.172 -5.206 3.021
P 0.073 0.226 0.833
N 1.430 0.473 -0.233
N -0.951 0.596 -0.530
N -1.450 -5.614 2.873
C -1.243 -7.075 2.914
C -3.878 2.897 -0.851
C -3.625 -2.031 -1.820
C 3.717 -0.194 0.285
C 2.496 3.613 -2.017
C 5.482 1.446 0.506
C -0.460 -4.751 2.897
C -3.615 -1.924 0.708
C -3.352 0.181 -0.613
C 3.272 -1.666 0.226
C 1.063 0.410 -1.565
C -2.308 1.108 -0.552
C -1.443 3.519 -1.000
C -1.748 4.849 -0.302
C 2.796 0.839 0.089
C -2.836 -5.129 2.981
C -1.220 3.809 -2.483
C -2.553 2.476 -0.774
C 5.055 0.122 0.517
C 4.047 -2.441 -0.839
C -0.277 0.478 -1.731
C 4.568 2.452 0.203
C 2.319 3.320 -0.529
C 3.405 -2.304 1.605
C -3.065 -1.329 -0.583
C -4.939 1.997 -0.799
C 2.577 4.621 0.239
C 3.228 2.171 -0.051
C -4.665 0.636 -0.710
H 6.526 1.696 0.680
H 2.635 4.460 1.322
H 2.216 -1.691 -0.059
H -0.853 5.485 -0.281
H -5.471 -0.092 -0.742
H 3.538 3.908 -2.218
H -0.533 -7.394 2.143
H 2.249 2.758 -2.658
H -0.651 -3.677 2.906
H 5.117 -2.474 -0.599
H 1.848 4.447 -2.322
H 0.018 -1.268 0.733
H 5.763 -0.685 0.677
H 2.866 -1.720 2.363
H -3.213 -1.597 -2.740
H -3.373 -2.988 0.793
H 3.926 -1.981 -1.829
H -1.981 -1.472 -0.588
H 3.001 -3.322 1.624
H -5.962 2.355 -0.880
H -0.912 2.924 -3.054
H 1.831 0.424 -2.329
H -3.198 -1.411 1.586
H -2.207 -7.549 2.729
H 4.897 3.482 0.134
H 3.513 5.084 -0.101
H -0.512 3.125 -0.577
H -3.373 -3.098 -1.810
H -2.521 5.400 -0.856
H -2.146 4.205 -2.929
H -3.031 -4.729 3.986
H -4.718 -1.952 -1.856
H -0.894 -7.398 3.905
H 3.693 -3.476 -0.903
H 4.463 -2.363 1.890
H -0.829 0.560 -2.660
H 1.278 3.028 -0.351
H -3.029 -4.349 2.235
H -3.506 -5.967 2.800
H -4.072 3.955 -0.983
H -4.709 -1.835 0.732
H -2.087 4.709 0.731
H 1.772 5.344 0.048
H -0.437 4.569 -2.610
```